Record 1
# C6H8N2OS3

An isolated molecule of C6H8N2OS3 (the ωB97M-V functional and the def2-TZVPD basis, the Open Molecules 2025 dataset).

Cartesian coordinates (Å):
C1 -0.66241 1.87636 -0.59081
C2 -0.15484 -0.94918 -0.17236
C3 0.41385 -0.02958 0.62861
C4 0.17577 1.48439 0.43033
C5 -1.46485 0.98082 -1.31818
C6 -1.27728 -0.54600 -1.12772
N1 2.37912 -2.70544 0.91966
N2 1.37580 -0.33171 1.57394
O1 -3.56012 0.34124 -2.66453
S1 0.95325 2.62911 1.54944
S2 -2.70423 1.47450 -2.34983
S3 1.64592 -1.89913 2.21523
H1 -0.84442 3.01091 -0.59688
H2 0.04783 -1.93780 0.10522
H3 -1.09420 -1.07749 -2.16538
H4 -2.16241 -1.12368 -0.80238
H5 3.33253 -2.42479 0.76202
H6 1.84773 -2.64577 -0.03127
H7 1.77865 0.30831 2.23645
H8 -0.02570 3.56493 1.39845

Properties
Lowest unoccupied orbital energy (spin up / spin down)   -0.9 / -0.9 eV
Energy relative to the best compared isomer or geometry (same formula, charge and spin)   315.5 kJ/mol
Highest occupied orbital energy (spin up / spin down)   -7.7 / -7.7 eV
Kohn-Sham gap (spin up / spin down)   6.8 / 6.8 eV

Atomic partial charges in e from the natural (NBO) method, atoms 1 to 2: -0.26 -0.26


Record 2
# C6H8N2S

An isolated molecule of C6H8N2S (the ωB97M-V functional and the def2-TZVPD basis, the Open Molecules 2025 dataset).

Cartesian coordinates (Å):
N1 -1.11089 -1.46041 0.39181
S1 -3.74719 -0.70783 0.55680
C1 -0.00878 -0.77266 0.29675
C2 -2.06107 -0.48364 0.29595
C3 -1.55969 0.77288 0.14625
N2 -0.20492 0.51648 0.13146
C4 1.46444 -1.04980 0.13650
C5 0.86073 1.41461 -0.25677
C6 1.90099 0.27578 -0.68116
H1 -3.80840 -2.06676 0.85232
H2 -2.11740 1.69607 0.18712
H3 1.60714 -2.00553 -0.34223
H4 1.98934 -0.98474 1.08956
H5 0.72981 2.07337 -1.07632
H6 1.18163 2.05428 0.51260
H7 2.94142 0.56417 -0.53871
H8 1.94284 0.16372 -1.70193

Properties
Lowest unoccupied orbital energy   0.8 eV
Energy relative to the best compared isomer or geometry (same formula, charge and spin)   73.1 kJ/mol
Highest occupied orbital energy   -7.7 eV
Kohn-Sham gap   8.6 eV
SMILES string   Sc1cn2c(n1)CCC2

Atomic partial charges in e from the natural (NBO) method, atoms 1 to 2: -0.48 0.01


| no. | largest force on an atom (eV Å⁻¹) |
| --- | --- |
| 1 | 3.5 |
| 2 | 4.3 |